# 1
{
  "formula": "C2H6N2S2",
  "method": "the ωB97M-V functional and the def2-TZVPD basis",
  "relative_energy_kj_mol": 363.86,
  "homo_ev": -8.40,
  "smiles": "CN(S)/C=N\\S",
  "symbols": ["C", "N", "S", "C", "N", "S", "H", "H", "H", "H", "H", "H"],
  "xyz": [[-0.53, -1.13, 0.47], [0.87, -0.68, 0.05], [2.12, -0.98, 1.09], [0.86, 0.74, -0.47], [-0.19, 1.31, -0.87], [-1.81, 1.26, -0.94], [-0.67, -2.24, 0.89], [-1.04, -0.20, 1.19], [-1.16, -1.26, -0.37], [1.63, 0.08, 1.99], [1.93, 1.03, -0.71], [-2.00, 2.05, -2.31]],
  "nbo_charge": [-0.445, -0.635, 0.209, 0.273, -0.686, 0.239, 0.240, 0.185, 0.213, 0.079, 0.202, 0.126]
}

---

# 2
{
  "formula": "C2H6N2S2",
  "method": "the ωB97M-V functional and the def2-TZVPD basis",
  "relative_energy_kj_mol": 468.58,
  "homo_ev": -8.30,
  "smiles": "CS/N=C\\NS",
  "symbols": ["C", "S", "N", "C", "N", "S", "H", "H", "H", "H", "H", "H"],
  "xyz": [[2.90, -0.06, 0.12], [1.19, -0.42, 0.08], [0.35, 1.12, -0.38], [-0.86, 1.54, -0.18], [-1.85, 0.66, 0.80], [-1.59, -1.02, -0.29], [3.39, 0.68, 0.90], [3.15, 0.20, -0.93], [3.44, -1.01, 0.34], [-0.93, 2.60, -0.87], [-2.89, 1.12, 0.53], [-1.46, -1.97, 0.86]],
  "nbo_charge": [-0.823, 0.394, -0.608, 0.171, -0.690, 0.065, 0.230, 0.227, 0.250, 0.249, 0.374, 0.162]
}

---

# 3
{
  "formula": "C2H6N3",
  "method": "the ωB97M-V functional and the def2-TZVPD basis",
  "relative_energy_kj_mol": 212.54,
  "total_charge": 1,
  "homo_ev": -14.69,
  "symbols": ["C", "C", "N", "N", "N", "H", "H", "H", "H", "H", "H"],
  "xyz": [[-0.19, -0.84, -0.30], [0.15, 0.19, 0.68], [-0.51, -0.66, -1.54], [-0.55, 0.98, 1.41], [1.34, 0.03, 0.33], [-0.18, -1.34, -2.22], [-0.90, 0.10, -2.06], [-1.48, 0.91, 1.57], [-0.04, 1.60, 2.11], [0.30, -1.70, -0.13], [2.05, 0.75, 0.15]],
  "nbo_charge": [0.199, 0.436, -0.686, -0.717, -0.613, 0.423, 0.428, 0.421, 0.440, 0.243, 0.425]
}

---

Record order is preserved below.
HOMO-LUMO gap: 8.88, 8.14, 10.77 eV
Record order is preserved below.
LUMO: 0.4761, -0.1585, -3.9257 eV